Here is an isolated molecule of C5H9OP from the OMol25 dataset. Energies are from ωB97M-V/def2-TZVPD.

XYZ file:
```
16
Properties=species:S:1:pos:R:3:forces:R:3
C 0.08669 -0.91070 2.80407 -0.37 0.91 -0.09
C 0.34233 -0.26552 1.81265 0.13 -0.74 -0.73
C -1.35886 -1.05474 -1.04563 0.57 0.67 -2.48
C 1.43185 1.84932 0.42954 -1.77 -1.39 1.71
C -0.37612 0.12484 -1.02025 -0.13 1.70 0.10
O -0.57764 -2.15270 -1.53415 -0.17 -0.18 -0.22
P 1.09213 0.04086 0.21467 -0.21 -0.38 -0.96
H -0.30058 -1.22424 3.73698 0.04 -0.35 0.26
H -0.08643 -1.83991 -2.32076 -0.47 -0.29 0.68
H -1.71893 -1.27796 -0.08339 -0.34 -0.54 1.25
H -2.27169 -0.91479 -1.73486 1.31 0.22 0.95
H 2.17972 2.21522 -0.23293 0.01 0.57 -0.84
H 0.36934 2.29044 0.47701 2.16 0.23 0.01
H 1.92939 1.72570 1.42114 -0.55 0.93 -0.41
H -0.78773 1.16191 -0.87593 -0.34 -1.07 0.13
H 0.04652 0.23227 -2.04817 0.12 -0.29 0.66
```
Forces are in eV/Å.

Output
F_max in eV/Å: 2.8
HOMO in eV: -8.50
Relative energy (zero: lowest compared OMol25 entry of this formula, charge and spin) in kJ/mol: 265.70
SMILES: C#CP(C)CCO

Atom charges from the natural (NBO) analysis, given in e for atoms 1 to 4:
1 C -0.187
2 C -0.400
3 C -0.066
4 C -0.924